Formula: C40H28BrGdN12OS3
Source: OMol25
Level of theory: wB97M-V/def2-TZVPD

XYZ file:
```
86
Properties=species:S:1:pos:R:3:forces:R:3
Gd -0.33653 0.05064 -0.23938 0.1971 0.1533 -0.3050
C 5.84618 1.93783 1.92179 -0.0050 -0.0286 -0.0092
C 6.22158 0.64226 1.53024 -0.0154 0.0228 0.0044
C 5.27229 -0.30926 1.20160 0.0245 0.0347 -0.0019
C 3.93527 0.07008 1.25456 -0.0509 -0.1859 -0.0738
C 2.69210 -0.64472 0.97769 0.0414 0.1548 0.0711
N 2.65568 -1.91602 0.60294 -0.2038 -0.2218 -0.0650
C 1.52883 -2.60257 0.42445 0.3046 0.0030 -0.0137
C 1.50753 -4.00920 0.01828 0.1626 0.0259 0.0087
C 2.51298 -4.93394 -0.24157 -0.0168 0.0389 0.0021
C 2.13048 -6.20622 -0.62807 -0.0840 -0.0465 -0.0187
C 0.77540 -6.55817 -0.74420 0.0961 0.0271 0.0136
C -0.22437 -5.64177 -0.47138 0.0230 0.0379 0.0077
C 0.16430 -4.36169 -0.09067 -0.0955 -0.0329 -0.0084
C -0.59580 -3.16136 0.24330 0.0533 0.1343 0.0898
N -1.92043 -3.11178 0.18874 -0.0874 0.0557 0.0148
C -2.61487 -2.04705 0.55734 0.0305 -0.1668 0.0660
N -2.13259 -0.89364 1.08040 -0.1186 -0.0028 -0.1014
C -3.19643 -0.08719 1.37424 -0.0188 -0.0342 0.0770
N -3.16875 1.10636 1.91049 0.1143 0.2089 0.0113
C -2.02824 1.78141 2.12375 -0.0705 -0.0020 0.1019
N -0.80365 1.48571 1.67705 0.0865 -0.1682 0.0960
C 0.08603 2.41801 2.16814 -0.0117 0.0474 -0.0215
N 1.39131 2.42480 2.06048 -0.0157 -0.1099 -0.0275
C 2.10461 1.38849 1.60558 0.1173 -0.0114 -0.0578
N 1.63998 0.20111 1.16109 0.0257 -0.0526 0.2622
C 3.56366 1.35592 1.63931 -0.1095 0.2459 0.0938
C 4.51529 2.30779 1.99157 0.0402 -0.0421 -0.0311
C -0.65539 3.41906 2.93825 0.1343 0.0035 -0.0603
C -0.25694 4.55424 3.62874 -0.0399 0.0108 -0.0031
C -1.23915 5.27642 4.28765 -0.0479 -0.0158 -0.0016
C -2.57916 4.86602 4.27000 0.0576 0.0199 -0.0015
C -2.96886 3.72277 3.59047 0.0204 0.0232 -0.0113
C -1.98406 3.01303 2.91902 -0.2452 -0.0402 -0.0171
C -4.45052 -0.76370 1.00798 0.0625 0.0668 0.0704
C -5.77577 -0.36690 1.06316 -0.0126 -0.0024 0.0339
C -6.72603 -1.24745 0.56667 0.0450 -0.0675 -0.0197
C -6.35255 -2.48679 0.03419 -0.0055 0.0492 0.0171
C -5.02197 -2.87762 -0.01626 -0.0414 -0.0021 0.0378
C -4.08128 -1.99092 0.47757 0.0918 -0.1324 -0.0408
N 0.26157 -2.15155 0.54930 -0.1958 -0.1075 0.0641
H 6.61510 2.65545 2.17829 0.0091 -0.0108 -0.0019
H 7.27281 0.38566 1.49568 0.0001 0.0043 0.0026
H 5.55174 -1.31654 0.91969 -0.0038 0.0025 -0.0014
H 3.55531 -4.65960 -0.14411 -0.0029 -0.0030 -0.0022
H 2.88693 -6.95020 -0.84334 -0.0016 -0.0015 0.0003
H 0.51375 -7.56469 -1.04430 0.0127 -0.0031 -0.0022
H -1.27208 -5.90279 -0.54674 0.0003 0.0125 0.0030
H 4.21736 3.30037 2.30261 -0.0118 -0.0063 -0.0008
H 0.78138 4.85754 3.64653 -0.0005 -0.0079 -0.0034
H -0.96909 6.17260 4.83154 -0.0091 0.0010 0.0039
H -3.31782 5.45359 4.80001 0.0038 -0.0005 0.0030
H -3.99845 3.39030 3.57839 0.0050 -0.0046 -0.0046
H -6.05118 0.59409 1.47744 0.0040 -0.0001 -0.0038
H -7.77349 -0.97563 0.58744 0.0005 -0.0001 -0.0003
H -7.11863 -3.14802 -0.35016 -0.0048 0.0048 0.0030
H -4.72411 -3.83117 -0.43130 0.0046 0.0092 -0.0015
N 3.29455 -0.44130 -2.12174 -0.0077 0.0227 -0.0615
C 2.87367 0.85843 -2.14751 0.0191 -0.1845 0.1644
N 1.73255 1.29889 -1.69046 0.0166 0.2084 -0.1589
C 1.60420 2.65294 -1.97492 -0.2264 0.0158 0.1863
C 2.64790 3.22383 -2.61466 0.0459 0.0247 -0.0159
S 3.86816 2.05082 -2.90712 0.0801 0.0575 -0.0691
C 0.35712 3.35032 -1.62542 0.1506 -0.1875 0.0920
C 0.12643 4.66661 -1.82378 -0.0277 0.0745 0.0014
S -1.50595 5.04039 -1.42345 0.0196 0.1040 -0.0350
C -1.76173 3.38061 -1.01161 -0.0582 -0.1021 0.1269
N -0.70185 2.62125 -1.11060 0.2280 0.1296 -0.2459
N -2.96955 2.93155 -0.59807 0.0246 -0.0581 0.0385
H 2.84944 -1.04976 -1.44651 -0.0160 0.0558 0.0183
H 4.28917 -0.58113 -2.19204 0.0186 -0.0075 0.0461
H 2.75689 4.24248 -2.94324 0.0114 -0.0045 0.0034
H 0.80072 5.42224 -2.18713 -0.0039 0.0006 0.0078
H -3.76147 3.54110 -0.70216 -0.0001 0.0233 0.0050
H -3.14587 1.95076 -0.80130 -0.0163 -0.0163 -0.0330
C 1.03720 -1.18249 -4.68590 0.0056 0.0190 -0.1010
S 0.98616 -2.23361 -3.23534 -0.1081 0.0554 0.2603
C -0.43019 -3.23876 -3.64102 -0.0432 -0.1139 -0.0652
O 0.49069 -1.34623 -2.12919 0.3729 -0.0580 0.0872
H 0.04618 -1.06750 -5.11889 -0.0185 0.0706 0.0433
H 1.74002 -1.59752 -5.40733 -0.0364 -0.0258 -0.0175
H 1.40449 -0.22516 -4.32093 0.0309 0.0082 -0.0438
H -0.13230 -4.00105 -4.36169 -0.0312 0.0269 -0.0275
H -1.23491 -2.61010 -4.01658 -0.0298 0.0193 0.0470
H -0.73096 -3.70744 -2.70428 0.0115 -0.0520 -0.0354
Br -2.39201 -0.06358 -2.12935 -0.6548 0.0069 -0.4653
```
Positions in Å, forces in eV/Å.

Calculated values
* gap between HOMO and LUMO (spin up / spin down): 4.997 / 3.976 eV
* spin multiplicity: 8
* energy above the lowest of the compared OMol25 structures with the same formula, charge and spin: 0.000 eV